Computed, not measured: the ion C7H13BrN with charge +1 in a non-equilibrium geometry, with wB97M-V/def2-TZVPD.

Last column: Löwdin charge in e.
Atoms and positions in Å:
H (-0.04, -2.91, -1.21)  0.13
H (-0.65, 1.96, -0.42)  0.11
H (1.14, 1.16, 1.92)  0.09
C (-1.68, -0.66, -0.08)  -0.65
H (-2.16, -2.70, 0.51)  0.15
H (0.98, -0.91, 0.81)  0.16
H (0.17, -3.00, 0.64)  0.14
H (0.92, 1.95, -1.75)  0.09
H (-0.27, 2.04, 1.91)  0.07
C (0.16, 1.20, 1.48)  -0.02
Br (-3.16, 0.40, 0.13)  0.91
H (2.13, 1.27, -0.92)  0.08
C (-0.12, -2.38, -0.25)  -0.14
C (0.10, 1.33, -0.05)  -0.39
C (-1.47, -1.94, 0.14)  -0.11
N (-0.25, 0.00, -0.64)  -0.05
C (0.72, -1.07, -0.32)  -0.10
H (1.64, -1.01, -1.05)  0.18
C (1.27, 1.87, -0.75)  -0.04
H (-0.53, 0.17, -1.64)  0.20
H (-0.53, 0.46, 1.83)  0.07
H (1.64, 2.77, -0.29)  0.11

## Properties
Kohn-Sham gap	0.4013	Ha
LUMO energy	-2.9	eV
highest occupied orbital energy	-13.8	eV
molecular weight	191.09	g/mol
electronic energy	-78993.9768	eV
charge	+1
SMILES	CC(C)[N@H+]1CCC=C1Br